# 1
DFT (ωB97M-V with the def2-TZVPD basis set) results for an isolated ion of composition C7H18NSi2 and charge +1.

Output
Charge ... +1
Maximum force ... 0.0824 hartree/bohr
Gap between HOMO and LUMO (alpha / beta) ... 6.49 / 7.12 eV
HOMO (alpha / beta) ... -10.805 / -11.245 eV
ΔE to the lowest compared entry with this formula, charge and spin ... 89.6 kcal per mole

```
28
C7H18NSi2, DFT ωB97M-V with the def2-TZVPD basis set
Si -1.88630 0.05052 0.19342
Si 1.48372 -0.22344 0.04627
N -0.40455 -0.75941 -0.02435
C 0.39294 2.07553 -1.31204
C -0.45531 -2.10651 -0.27678
C 2.77514 -1.10084 -1.18656
C 1.47871 1.68208 -0.40228
C -3.35224 -0.44127 -0.79258
C 1.82053 -0.59314 1.88125
C -2.10989 1.13978 1.73629
H -3.13037 -0.51205 -1.76177
H 1.51495 2.31421 0.57715
H -2.12009 2.25864 1.60169
H -1.29605 1.06523 2.47242
H 1.91077 0.42650 2.45272
H -1.34753 -2.67242 -0.38256
H -3.18697 0.90024 1.93194
H 2.39752 1.68060 -0.84499
H 3.22667 -0.29714 -1.79581
H -0.32976 2.82770 -1.15684
H -3.98849 0.46039 -0.76759
H 1.16832 -1.39148 2.26319
H 3.53459 -1.81830 -0.88031
H -3.99841 -1.29254 -0.54007
H 2.87640 -0.98343 1.89103
H 0.33128 1.59155 -2.31631
H 2.24561 -1.63430 -2.00619
H 0.44881 -2.64669 -0.60036
```

Results of the Löwdin charge analysis, in e, for atoms 1 through 8: 0.79 0.70 -0.28 -0.05 -0.07 -0.15 -0.32 -0.15

---

# 2
DFT (ωB97M-V with the def2-TZVPD basis set) results for a 2-piece molecular cluster, C7H18O2P overall.

Output
Charge ... +1
Maximum force ... 0.0037 hartree/bohr
Gap between HOMO and LUMO ... 10.48 eV
HOMO ... -13.314 eV
ΔE to the lowest compared entry with this formula, charge and spin ... 0.0 kcal per mole

```
28
C7H18O2P, DFT ωB97M-V with the def2-TZVPD basis set
P -0.68848 0.00469 0.20916
O -0.57592 -3.43618 0.68401
O 0.86205 2.40311 -0.87548
C -2.63265 -3.20143 2.03681
C -0.22103 -1.45849 -0.74605
C -1.12493 -2.99906 1.92561
C 1.74505 4.54818 -0.36493
C 1.72576 3.23655 -1.09207
C -1.01509 -2.75510 -0.45385
C 2.80832 2.99692 -2.10237
H 2.69475 2.02207 -2.56821
H -0.85122 -1.94443 2.10275
H -0.59063 -3.57595 2.67805
H -2.93191 -4.08476 1.46860
H 0.91762 4.61424 0.33578
H -0.35271 -1.17981 -1.79580
H -0.58888 1.19141 -0.51960
H 0.84608 -1.63303 -0.58298
H -2.00315 -0.12116 0.67270
H 0.09590 0.18600 1.35162
H -2.91381 -3.37487 3.07693
H 2.69421 4.66373 0.16211
H -3.22341 -2.35107 1.68697
H 1.68919 5.36701 -1.08483
H 2.77722 3.77839 -2.86406
H -2.09253 -2.54778 -0.42052
H -0.83543 -3.42133 -1.29879
H 3.78562 3.07214 -1.62157
```

Results of the Löwdin charge analysis, in e, for atoms 1 through 8: 1.08 -0.14 -0.03 -0.07 -0.32 -0.25 -0.01 -0.47

---

# 3
DFT (ωB97M-V with the def2-TZVPD basis set) results for an isolated ion of composition C7H18O3PS and charge +1.

Output
Charge ... +1
Maximum force ... 0.1184 hartree/bohr
Gap between HOMO and LUMO ... 10.89 eV
HOMO ... -14.466 eV
ΔE to the lowest compared entry with this formula, charge and spin ... 37.6 kcal per mole

```
30
C7H18O3PS, DFT ωB97M-V with the def2-TZVPD basis set
S -2.53282 0.10311 -0.32234
P 0.57387 -0.16618 0.13269
O -0.66918 -0.19500 -0.85787
O -2.85437 -1.26383 -0.11350
O -2.46431 0.93758 0.82116
C 1.88596 -1.05895 -0.79762
C 2.22570 -0.47330 -2.17434
C -3.15446 0.75217 -1.91839
C 1.12215 1.57976 0.32213
C 0.46593 2.41841 1.44856
C -0.02428 -2.38208 1.82101
C 0.03347 -0.80171 1.75606
H -0.01489 -2.87059 2.76468
H -0.83901 -0.21927 1.80881
H 3.33923 -0.40281 -2.29678
H -0.60857 2.58752 1.22626
H 0.70388 -2.78495 1.27089
H 0.82269 3.46618 1.23406
H -3.21968 1.82957 -1.60103
H -1.06611 -2.53949 1.39887
H 1.76751 0.47982 -2.29714
H 1.01124 2.11311 -0.69840
H 1.65272 -2.03572 -0.77199
H -4.05667 0.04967 -2.00212
H 0.79284 1.98229 2.49734
H 2.26768 1.40332 0.28081
H 1.81402 -1.22782 -2.86912
H 0.83232 -0.50808 2.44324
H 2.62985 -1.11917 0.00932
H -2.43670 0.34644 -2.51524
```

Results of the Löwdin charge analysis, in e, for atoms 1 through 8: 0.76 0.86 -0.41 -0.25 -0.26 -0.29 -0.09 -0.04

---

# 4
DFT (ωB97M-V with the def2-TZVPD basis set) results for a single C7H18OSi molecule.

Output
Maximum force ... 0.0602 hartree/bohr
Gap between HOMO and LUMO ... 9.96 eV
HOMO ... -9.144 eV
ΔE to the lowest compared entry with this formula, charge and spin ... 0.0 kcal per mole

```
27
C7H18OSi, DFT ωB97M-V with the def2-TZVPD basis set
Si -0.40135 0.08992 0.06230
O 0.97987 -2.28380 0.34312
C -0.48550 -1.11631 -2.59861
C -1.28586 -0.55325 -1.43627
C -1.52032 1.15975 1.17591
C -1.00026 1.36470 2.62175
C 0.34155 -1.30527 1.09616
C 2.36394 0.35611 -0.58641
C 1.08916 1.16433 -0.41842
H -0.41391 -1.70408 1.76457
H 1.19548 1.78876 0.47799
H 0.34295 -2.72257 -0.30884
H 3.25098 0.97906 -0.80378
H 2.22673 -0.39538 -1.40049
H 0.98010 1.91668 -1.18948
H -1.63606 2.03677 3.19783
H -2.48562 0.62836 1.18611
H -1.88264 0.30836 -1.75006
H -1.06812 -1.12267 -3.53919
H -1.70990 2.10695 0.63411
H -0.88939 0.43032 3.16601
H 1.11819 -0.83303 1.70497
H -1.98227 -1.31644 -1.06592
H -0.07123 -2.13901 -2.40434
H 2.60671 -0.20821 0.31784
H 0.34905 -0.44934 -2.81820
H -0.01230 1.81932 2.57133
```

Results of the Löwdin charge analysis, in e, for atoms 1 through 8: 0.62 -0.13 -0.16 -0.32 -0.30 -0.16 -0.35 -0.17

---

# 5
DFT (ωB97M-V with the def2-TZVPD basis set) results for C7H19AgFNO9P as an isolated structure.

Output
Charge ... -1
Maximum force ... 0.0296 hartree/bohr
Gap between HOMO and LUMO ... 6.89 eV
HOMO ... -4.326 eV

```
39
C7H19AgFNO9P, DFT ωB97M-V with the def2-TZVPD basis set
Ag 0.87967 0.91032 1.04347
P -2.35743 -1.30114 0.79283
F 1.57004 1.56825 3.20597
O 3.07143 -0.55084 1.17795
O -0.12323 1.94096 -1.06772
O 2.51996 2.35672 -0.11438
O 1.86609 -0.74327 -0.58880
O -2.65590 -2.20781 2.07756
O 4.02605 -1.12967 -0.68829
O -1.22178 -0.38933 0.96031
O -3.72980 -0.56371 0.47194
O -2.15877 -2.33471 -0.41788
N 3.00134 -0.84923 -0.03494
C -1.59273 -2.87679 2.75190
C -4.97974 -1.17222 0.81051
C 0.58325 3.16002 -1.23941
C 3.89829 2.16666 -0.05217
C 2.06871 2.94192 -1.31387
C -0.20211 1.14663 -2.23154
C -0.84402 -2.79632 -0.71721
H 4.45152 3.02707 -0.45709
H -0.63688 -2.65108 -1.77735
H 0.33666 3.73402 -0.34545
H 2.39243 2.30629 -2.14891
H 0.79230 0.79267 -2.51320
H -0.06141 -2.32550 -0.12173
H 4.24449 1.30588 -0.63472
H -1.68868 -2.78406 3.82953
H -0.62392 1.67248 -3.09939
H 0.18449 3.70620 -2.09910
H -0.63475 -2.49445 2.39551
H 2.61702 3.88679 -1.44192
H -0.78472 -3.87798 -0.55397
H -4.85261 -2.09495 1.37241
H -0.86841 0.32023 -1.99375
H 4.24977 2.01296 0.96385
H -5.56385 -0.44713 1.37443
H -1.61652 -3.94310 2.50721
H -5.55624 -1.42277 -0.08261
```

Results of the Löwdin charge analysis, in e, for atoms 1 through 8: 0.75 0.40 -0.79 -0.07 -0.24 -0.23 -0.13 -0.23

---

# 6
DFT (ωB97M-V with the def2-TZVPD basis set) results for C7H19Br3N3OP as an isolated structure.

Output
Maximum force ... 0.2772 hartree/bohr
Gap between HOMO and LUMO ... 6.72 eV
HOMO ... -7.654 eV

```
34
C7H19Br3N3OP, DFT ωB97M-V with the def2-TZVPD basis set
Br 3.80256 -2.36869 3.52884
Br 0.69966 -2.48000 1.92043
Br 2.83656 -5.01490 1.88177
P -1.04623 1.03801 -0.19923
O -2.17058 1.93614 0.27956
N -1.54517 -0.34307 -1.04100
N 0.17706 1.91642 -1.11670
N -0.18101 0.30301 1.17371
C -0.86743 0.04456 2.41198
C 1.05376 -0.43586 1.21275
C 0.25948 2.19662 -2.49336
C -0.70576 -1.39996 -1.62327
C 1.00176 2.87849 -0.30007
C 2.61085 -3.06684 1.98625
C -2.96178 -0.38710 -1.49247
H 1.19195 2.68483 -2.77663
H -1.10637 -0.99729 2.62546
H 0.28402 1.19222 -2.91606
H 1.46030 -0.64122 2.20304
H -1.34595 -2.08547 -2.17854
H 0.03130 -0.90315 -2.25415
H -0.28985 -2.08643 -0.88579
H 0.81362 2.70702 0.75978
H 0.99478 -1.39615 0.70042
H -0.36628 0.49332 3.26961
H -3.30926 0.63279 -1.65733
H -3.50673 -1.13476 -0.91616
H 2.04488 2.65581 -0.52460
H 0.75054 3.90994 -0.54728
H -1.82455 0.56266 2.47192
H 1.83504 0.26394 0.91614
H -2.94213 -0.73011 -2.52691
H 2.93462 -2.61750 1.04744
H -0.61365 2.67271 -2.93957
```

Results of the Löwdin charge analysis, in e, for atoms 1 through 8: 0.50 0.85 0.56 0.68 -0.32 -0.31 -0.31 -0.27

---

Question: Which of these has the lowest maximum force?
Answer: C7H18O2P